C42H68O18 | wB97M-V/def2-TZVPD

Computed properties:
gap between HOMO and LUMO	6.1	eV
HOMO energy	-8.62	eV
energy relative to the best compared isomer or geometry (same formula, charge and spin)	1635.2	kJ/mol

The geometry in XYZ format:
```
128
Properties=species:S:1:pos:R:3:forces:R:3
C 2.2462 3.4362 0.0171 -3.1055 6.5884 0.1524
C 1.4554 4.7232 -0.0016 0.4448 -4.2063 -1.6113
C 1.5580 5.7159 1.0963 -2.0302 1.3920 1.2471
O 0.6852 6.6183 1.2292 1.8059 -1.7011 -0.9831
C 2.5251 5.4733 2.1093 4.4085 -5.4681 1.8741
C 3.3618 4.1399 2.1707 -3.7611 4.8566 0.5922
C 3.2601 3.2191 1.0241 2.2693 -3.7910 -2.1943
O 4.0521 2.2257 0.8482 -2.2445 3.2394 1.3181
O 4.0006 3.6329 3.2270 -0.3715 1.5213 0.9536
O 0.4681 4.9711 -0.9709 1.9071 0.2598 1.9610
H 2.2605 2.9591 -0.9210 0.0300 -1.1712 -0.6165
H 2.5642 6.0059 3.0646 -0.2840 0.2305 -0.6604
H 3.9210 4.1843 4.0788 0.0138 -0.8282 -2.1158
H 0.0324 5.8510 -0.7681 0.7526 -1.0956 0.0960
C -1.5574 -1.7319 4.7189 1.1507 2.2340 4.8761
C -1.0093 -1.5695 6.1561 -4.7492 1.2196 -5.4959
C -0.1965 -2.6007 6.7386 2.3863 -3.2394 -1.5173
O 0.1996 -2.6041 7.8780 -0.5282 1.3347 1.8188
C 0.2646 -3.7296 5.9108 -5.8188 4.5524 -8.5225
C -0.2175 -3.7991 4.4556 1.4913 -3.0346 4.5657
C -1.1667 -2.8246 3.7930 1.6249 1.4451 1.7402
O -1.3978 -2.8347 2.6146 -0.4921 -0.3433 -0.0503
O -0.0487 -4.9487 3.6928 -1.7916 4.4999 -0.7064
O -1.4524 -0.5946 7.0404 1.6473 -2.2244 -0.9245
H -2.1809 -0.8917 4.2967 0.6787 -1.1666 0.6122
H 0.8078 -4.4325 6.3087 2.9697 -3.7249 2.0400
H 0.4011 -5.5650 4.1846 1.8924 -2.4148 1.8641
H -1.0199 -0.9560 7.8676 -0.4595 0.8156 -0.2695
C 3.3176 -1.0934 -0.4020 -2.6547 0.8650 -1.8008
C 4.7701 -1.3332 -0.3880 -4.1868 -2.5590 4.2281
O 5.4885 -0.7286 -1.0467 4.3553 2.7101 -3.5960
C 5.1221 -2.3320 0.7133 2.7046 2.6298 -2.8690
H 2.9099 -0.0967 -0.6707 1.0577 -0.3352 -0.4733
H 2.7057 -1.2708 0.4349 0.0833 -0.6351 1.9307
H 2.7962 -1.7954 -1.0684 0.4564 0.1239 -0.4798
H 6.2016 -2.1966 0.7456 0.0786 -0.9242 0.6766
H 4.7090 -3.2318 0.4632 -0.6122 -2.7464 -0.4750
H 4.5973 -1.9225 1.4818 -1.0341 0.7950 2.8645
C -5.9084 -1.4604 -1.2783 1.3872 1.8013 -1.1347
C -4.6761 -2.1993 -1.7740 1.3147 -0.0988 1.3979
O -4.8200 -3.0672 -2.5865 0.0616 -0.6182 -0.8221
C -3.2563 -1.8336 -1.1967 -2.4800 2.0884 -5.0851
H -6.1608 -0.8420 -2.1989 0.3453 0.2619 1.4831
H -5.8571 -0.9772 -0.2868 0.2406 0.3019 -0.8627
H -6.7263 -2.0843 -1.2877 -1.6521 -1.9513 0.1912
H -3.4332 -1.1491 -0.4804 0.0294 1.5895 3.4165
H -2.7715 -1.1298 -1.9703 -0.7268 -1.0154 0.5890
H -2.5844 -2.5952 -1.1524 1.5257 -2.3411 0.8833
C 2.4854 -0.8340 5.6567 1.9406 1.9195 0.5492
C 2.4378 -1.0916 4.1998 -1.3895 0.8832 -1.0456
O 2.7514 -2.1467 3.7530 0.8330 -2.2267 -0.4388
C 1.9844 -0.0040 3.2979 -0.5421 2.3688 -0.5955
H 3.0865 -1.7565 6.0239 -1.2199 2.1116 0.4368
H 1.5916 -0.4271 6.1363 -0.7277 -1.4937 0.0250
H 2.9098 0.2782 5.7629 0.6915 -2.5210 -0.1159
H 2.0983 0.0315 2.2055 0.5291 -1.2917 0.2566
H 2.5646 0.8856 3.5847 -0.5557 0.2038 0.1663
H 0.9018 0.2221 3.3652 0.4717 -0.0551 0.6932
C 0.6514 -4.2288 0.5508 -0.8972 2.0166 1.3799
C 1.7354 -4.3895 -0.4457 1.9108 -2.3195 -0.5974
O 2.8061 -4.9366 -0.1517 -1.4552 1.2437 -0.0151
C 1.4054 -4.1160 -1.9199 0.3767 -1.2142 1.4428
H 0.9753 -3.9140 1.5680 0.3530 0.6573 -0.9486
H 0.3255 -5.1524 0.8982 -0.5931 -2.3886 -0.0802
H -0.3016 -3.6950 0.2995 1.2349 -0.1101 -0.1879
H 2.3348 -3.8965 -2.4262 0.2456 -0.3906 -0.3101
H 0.9348 -3.1610 -1.7532 -1.4624 0.1896 -1.2530
H 0.9160 -5.1081 -2.3146 0.3369 2.4749 0.4848
C -1.2184 3.2071 -4.9144 1.1116 2.7465 3.0659
C -0.5751 4.6030 -4.5314 -1.7580 -0.3025 -0.0309
O -1.2664 5.5389 -4.1450 0.8203 -1.2871 -0.5386
C 0.9078 4.6697 -4.5865 0.2978 1.9592 0.0248
H -2.2525 3.2643 -4.9093 -2.0058 0.3117 -0.0814
H -0.9162 2.5327 -4.1425 0.1569 -0.5006 0.7863
H -0.8737 2.7736 -5.7539 1.3222 -1.0725 -3.2255
H 1.2851 4.4074 -5.5725 -0.0711 0.5277 -0.3605
H 1.3255 3.8881 -4.0163 0.4268 -0.9476 1.1920
H 1.2530 5.6811 -4.1837 -0.2995 -1.4473 -0.8250
C -4.4139 1.4457 -2.9940 4.4209 0.4139 2.6755
C -4.7880 1.8731 -1.5815 0.9704 -0.2397 1.6011
O -4.0288 1.6323 -0.6542 -0.3247 0.1059 -0.5270
C -6.1469 2.4895 -1.2789 0.5976 -0.1364 0.8991
H -3.7995 2.1825 -3.4798 -0.0045 1.3010 -0.0009
H -5.2389 1.3941 -3.5335 -3.5443 -1.1698 -2.8625
H -3.5817 0.6705 -3.0368 -1.8680 0.0247 0.3288
H -6.4905 2.5565 -0.2030 0.9104 -0.2580 -1.2978
H -6.8035 1.9228 -1.8532 -1.6728 -1.6234 -0.5914
H -6.3284 3.4033 -1.7813 0.4489 1.5258 -0.2640
C -1.7919 -2.9721 -4.2707 8.9083 -0.2181 -0.5743
C -1.7291 -1.5295 -4.6475 -2.0253 -3.0954 -3.8240
O -1.2814 -0.7374 -3.9387 2.0222 3.9278 3.5184
C -2.2620 -1.1351 -6.0301 -3.3543 -2.2000 -0.2610
H -2.6728 -3.2767 -4.2947 -8.2678 -2.4903 0.4157
H -1.3001 -3.1010 -3.2839 -0.4905 -0.0246 -0.5863
H -1.3221 -3.8111 -5.0042 -0.4460 2.4403 1.2488
H -1.3860 -0.6828 -6.5321 -1.0093 -0.1668 -0.3742
H -3.2953 -0.5322 -6.0044 2.7619 -0.5535 0.1984
H -2.7347 -2.1639 -6.4666 1.7864 2.4120 0.2312
C -1.6514 2.1085 4.6355 2.5019 0.7892 0.7114
C -0.1922 2.5208 4.4873 2.3919 1.7483 -4.8327
O 0.3573 2.7990 3.3299 -2.8226 -1.4278 5.0875
C 0.6196 2.6411 5.7387 1.6866 2.1828 -1.5782
H -2.0194 2.0457 3.6769 -1.4269 0.3133 -2.0034
H -2.1076 2.7879 5.3298 -0.6049 0.5226 0.0023
H -1.7238 1.1549 5.0773 0.1461 -1.2495 0.7367
H 0.4650 1.7829 6.2211 -1.4224 -3.3401 2.7341
H 0.3535 3.5132 6.3762 0.2995 -0.6026 -0.5188
H 1.7165 2.4759 5.5747 -0.7518 1.2316 -0.3888
C 4.2967 -1.7379 -4.2255 1.8137 1.5759 0.4917
C 3.2615 -0.8709 -4.9321 -2.0621 -1.4763 -0.3907
O 3.4463 -0.2093 -5.9409 0.6949 -0.4969 1.4455
C 1.7686 -1.0537 -4.4799 0.2338 -0.6176 -3.2806
H 4.2293 -2.7854 -4.0397 -1.2723 -0.9034 -0.4994
H 4.6741 -1.4239 -3.2419 -0.9934 0.7459 0.1807
H 5.2341 -1.6139 -4.7227 0.6168 0.0080 -1.0389
H 1.1425 -0.9105 -5.4424 0.9282 0.3360 1.6582
H 1.4991 -0.4081 -3.7087 -0.5373 1.4401 1.1776
H 1.4570 -2.0320 -4.1449 0.5984 -0.5836 0.2888
C -0.7628 1.1704 -1.5419 -1.5263 1.7973 0.5127
C -0.3500 0.0946 -0.5352 1.9848 -2.5597 -2.2577
O 0.5128 -0.8130 -0.6999 -2.1005 2.6725 -0.3939
C -1.0642 0.0779 0.7259 3.8650 3.3392 0.6139
H -0.5087 2.1563 -1.0401 -0.2942 -0.8807 -0.3998
H -1.9061 1.2647 -1.7251 1.7271 -0.5603 1.0641
H -0.4194 1.2616 -2.5619 1.0191 -0.8829 0.0538
H -1.9316 0.5487 0.7005 -4.5116 1.4663 -0.3465
H -0.5164 0.7979 1.4081 -0.0043 -0.6754 -0.4792
H -0.9894 -0.8312 1.1235 -0.2093 -3.6548 1.7367
```
Forces are in eV/Å.